--- 1 ---
{"formula": "C3H12N2O", "method": "ωB97M-V/def2-TZVPD", "elements": ["N", "C", "C", "C", "N", "H", "H", "H", "H", "H", "H", "H", "H", "H", "H", "H", "H", "O"], "positions_angstrom": [[-1.29, 2.43, 1.45], [0.00, 1.81, 0.64], [-0.51, 0.57, -0.13], [0.68, -0.23, -0.63], [0.24, -1.27, -1.55], [-0.89, 3.36, 1.71], [-0.49, 1.66, 1.81], [0.94, 1.55, 1.17], [0.29, 2.62, -0.04], [-1.17, -0.01, 0.53], [-1.14, 0.92, -0.94], [1.14, -0.72, 0.24], [1.44, 0.43, -1.04], [1.05, -1.58, -2.06], [-0.30, -0.84, -2.30], [-0.06, -2.89, -0.07], [-0.28, -4.27, 0.66], [0.33, -3.53, 0.54]], "s_squared": 0.755, "spin_multiplicity": 2, "charge": 1, "homo_lumo_gap_ha": [0.3476, 0.1499]}


--- 2 ---
{"formula": "C3H12N2O", "method": "ωB97M-V/def2-TZVPD", "elements": ["C", "C", "N", "H", "H", "H", "H", "H", "H", "H", "H", "N", "C", "O", "H", "H", "H", "H"], "positions_angstrom": [[0.58, -2.87, -2.20], [1.21, -1.72, -2.29], [1.44, 1.90, 2.19], [-0.25, -3.31, -2.88], [0.35, 0.74, 0.58], [0.99, -3.70, -1.63], [0.71, -0.92, -2.88], [1.88, -1.39, -1.45], [0.81, 1.70, 2.96], [2.26, 2.17, 2.77], [1.12, 2.72, 1.70], [-2.15, 0.73, 1.20], [-1.52, 0.60, -0.08], [-0.07, 0.96, -0.23], [-2.05, 1.68, 1.57], [-1.73, 0.10, 1.92], [-2.11, 1.10, -0.89], [-1.48, -0.48, -0.37]], "s_squared": 0.758, "spin_multiplicity": 2, "charge": 1, "homo_lumo_gap_ha": [0.4242, 0.1308]}


Most stable structure, least stable structure: 2, 1.


--- 1 ---
{"formula": "C6H12N3O", "method": "ωB97M-V/def2-TZVPD", "elements": ["C", "C", "C", "C", "C", "C", "N", "N", "N", "O", "H", "H", "H", "H", "H", "H", "H", "H", "H", "H", "H", "H"], "positions_angstrom": [[1.24, -0.61, 1.24], [0.43, -0.30, 0.27], [2.60, 0.05, 1.18], [-1.73, -1.44, 0.39], [-0.92, -0.17, -1.60], [-1.50, 1.02, 0.30], [1.69, 1.55, -0.42], [2.77, 0.99, 0.09], [-0.95, -0.29, -0.09], [3.47, -0.09, 1.97], [1.16, -1.21, 2.24], [-1.85, -1.31, 1.49], [-2.78, -1.42, -0.08], [-1.15, -2.44, -0.01], [-1.67, 0.58, -1.95], [0.09, 0.17, -1.88], [-1.06, -1.17, -2.02], [-2.52, 1.16, -0.26], [-1.58, 1.13, 1.36], [-0.79, 1.78, -0.13], [1.66, 1.46, -1.50], [3.39, 0.56, -0.58]], "spin_multiplicity": 1, "charge": 1, "homo_lumo_gap_ha": [0.3129, 0.2965]}


--- 2 ---
{"formula": "C6H12N3O", "method": "ωB97M-V/def2-TZVPD", "elements": ["C", "N", "C", "C", "O", "N", "C", "N", "C", "C", "H", "H", "H", "H", "H", "H", "H", "H", "H", "H", "H", "H"], "positions_angstrom": [[-0.90, 1.46, -1.81], [-0.81, 0.26, -0.98], [-0.68, 0.02, 0.35], [-1.33, -0.62, 1.44], [-0.29, -0.95, 2.30], [0.63, 0.26, 2.37], [0.50, 0.92, 1.11], [1.52, 0.40, 0.14], [0.21, -0.59, -0.65], [0.59, -1.86, -1.31], [-0.35, 1.17, -2.72], [-2.05, 1.78, -2.09], [-0.37, 2.22, -1.30], [-2.13, -0.06, 1.84], [-1.80, -1.61, 1.29], [0.47, 0.74, 3.25], [0.42, 1.98, 1.11], [2.12, 1.11, -0.30], [2.29, -0.20, 0.43], [-0.31, -2.14, -1.93], [0.90, -2.55, -0.60], [1.37, -1.74, -1.95]], "spin_multiplicity": 1, "charge": 1, "homo_lumo_gap_ha": 0.3807, "smiles": "CN1[C@]23CON[C@H]2[NH2+][C@]13C"}


--- 3 ---
{"formula": "C6H12N3O", "method": "ωB97M-V/def2-TZVPD", "elements": ["C", "C", "N", "N", "C", "C", "O", "N", "C", "C", "H", "H", "H", "H", "H", "H", "H", "H", "H", "H", "H", "H"], "positions_angstrom": [[-1.87, -1.51, 0.03], [-0.57, -0.86, -0.01], [0.64, -1.37, 0.08], [1.58, -0.49, 0.13], [2.94, -0.97, 0.35], [1.17, 0.76, -0.03], [1.68, 1.85, -0.17], [-0.37, 0.62, -0.08], [-0.92, 1.24, -1.40], [-1.04, 1.24, 1.07], [-1.89, -2.47, 0.53], [-2.16, -1.65, -1.09], [-2.69, -0.88, 0.40], [3.64, -0.12, 0.25], [2.82, -1.53, 1.32], [3.35, -1.75, -0.46], [-0.68, 2.29, -1.71], [-0.37, 0.56, -2.09], [-1.95, 0.94, -1.29], [-0.78, 0.53, 1.83], [-0.46, 2.20, 1.34], [-2.07, 1.38, 1.02]], "spin_multiplicity": 1, "charge": 1, "homo_lumo_gap_ha": 0.3606, "smiles": "CC1=NN(C)C(=O)[N+]1(C)C"}


--- 4 ---
{"formula": "C6H12N3O", "method": "ωB97M-V/def2-TZVPD", "elements": ["C", "C", "C", "C", "C", "C", "N", "N", "N", "O", "H", "H", "H", "H", "H", "H", "H", "H", "H", "H", "H", "H"], "positions_angstrom": [[1.16, 2.77, 1.25], [0.81, 2.25, -0.86], [1.31, -1.58, 0.08], [-1.95, 0.56, -0.52], [-0.17, -1.13, 0.11], [-0.49, 0.07, -0.80], [1.27, 3.15, 0.00], [0.57, 1.59, 1.42], [0.22, 1.23, -0.33], [0.19, 0.85, 2.41], [1.50, 3.22, 2.07], [0.96, 2.51, -1.90], [1.95, -0.72, -0.03], [1.51, -2.31, -0.74], [1.54, -2.08, 1.16], [-1.99, 1.58, -0.97], [-2.75, -0.07, -1.06], [-1.98, 0.76, 0.61], [-0.98, -1.92, -0.02], [-0.26, -0.79, 1.09], [-0.09, -0.14, -1.78], [0.69, 0.07, 2.62]], "spin_multiplicity": 1, "charge": 1, "homo_lumo_gap_ha": 0.3531}


Most stable structure, least stable structure: 3, 1.


--- 1 ---
{"formula": "C2H4N2S", "method": "ωB97M-V/def2-TZVPD", "elements": ["C", "C", "N", "N", "S", "H", "H", "H", "H"], "positions_angstrom": [[-0.20, 1.57, -0.86], [0.08, 1.10, 0.30], [0.90, -2.91, -0.42], [0.29, -3.72, 0.02], [-0.11, -0.64, 0.34], [-0.42, 2.67, -0.98], [-0.30, 0.88, -1.69], [0.15, 1.58, 1.28], [-0.38, -0.53, 2.02]], "spin_multiplicity": 1, "homo_lumo_gap_ha": 0.3141}


--- 2 ---
{"formula": "C2H4N2S", "method": "ωB97M-V/def2-TZVPD", "elements": ["C", "C", "N", "N", "S", "H", "H", "H", "H"], "positions_angstrom": [[0.83, -0.45, -1.80], [0.11, -0.33, -0.59], [1.36, -0.42, -2.86], [0.21, 0.85, 0.12], [-1.16, -1.47, -0.23], [1.63, -1.54, -0.32], [-0.47, 1.06, 0.73], [0.91, 1.50, -0.26], [-1.46, -0.83, 0.84]], "spin_multiplicity": 1, "homo_lumo_gap_ha": [0.2965, 0.2762]}


Most stable structure, least stable structure: 1, 2.


--- 1 ---
{"formula": "C2H4N2S", "method": "ωB97M-V/def2-TZVPD", "elements": ["C", "C", "N", "N", "S", "H", "H", "H", "H"], "positions_angstrom": [[1.06, 1.17, -1.31], [-0.85, -0.82, 0.95], [0.55, 0.22, -0.66], [0.35, -0.35, 0.40], [-0.90, -2.44, 1.82], [1.29, 2.13, -0.85], [1.26, 1.03, -2.36], [-1.08, -0.13, 1.77], [-1.68, -0.81, 0.23]], "spin_multiplicity": 1, "homo_lumo_gap_ha": [0.3460, 0.1999]}


--- 2 ---
{"formula": "C2H4N2S", "method": "ωB97M-V/def2-TZVPD", "elements": ["C", "C", "N", "N", "S", "H", "H", "H", "H"], "positions_angstrom": [[-0.31, -0.54, 0.15], [0.70, 0.38, -0.59], [-1.03, 0.57, 0.41], [-0.19, 1.46, -0.13], [2.54, -0.26, 0.09], [-0.94, -1.36, -0.31], [0.05, -1.14, 1.08], [1.02, 0.19, -1.62], [-1.85, 0.71, 0.93]], "spin_multiplicity": 1, "homo_lumo_gap_ha": [0.2004, 0.2004]}


Most stable structure, least stable structure: 1, 2.


--- 1 ---
{"formula": "C2H4N2S", "method": "ωB97M-V/def2-TZVPD", "elements": ["N", "C", "C", "N", "S", "H", "H", "H", "H"], "positions_angstrom": [[2.39, 0.60, -0.25], [1.33, 0.39, 0.11], [-0.23, 0.01, 0.54], [-1.19, 0.93, -0.03], [-0.23, -1.83, -0.04], [-0.15, -0.22, 1.65], [-1.94, 0.37, -0.47], [-0.83, 1.54, -0.73], [0.87, -1.79, -0.79]], "spin_multiplicity": 1, "homo_lumo_gap_ha": 0.3893, "smiles": "N#C[C@@H](N)S"}


--- 2 ---
{"formula": "C2H4N2S", "method": "ωB97M-V/def2-TZVPD", "elements": ["H", "N", "C", "S", "C", "N", "H", "H", "H"], "positions_angstrom": [[-0.22, 2.52, -1.51], [0.38, 1.84, -0.99], [-0.09, 0.74, -0.72], [-1.45, -0.31, -0.98], [0.30, -0.64, -0.03], [0.24, -0.73, 1.33], [0.84, -1.77, -0.48], [-0.29, 0.01, 1.78], [0.27, -1.67, 1.59]], "spin_multiplicity": 1, "homo_lumo_gap_ha": 0.3415, "smiles": "[H]/N=C1\\S[C@@H]1N"}


Most stable structure, least stable structure: 1, 2.


--- 1 ---
{"formula": "CH5N3O", "method": "ωB97M-V/def2-TZVPD", "elements": ["C", "N", "N", "N", "O", "H", "H", "H", "H", "H"], "positions_angstrom": [[-1.99, 0.25, -0.23], [0.36, 1.18, -0.01], [0.65, 0.07, 0.27], [1.90, -0.52, -0.15], [-1.60, -0.85, 0.18], [-1.54, 0.77, -1.02], [-2.55, 0.90, 0.30], [2.62, 0.20, -0.23], [2.21, -1.38, 0.32], [-0.06, -0.61, 0.59]], "spin_multiplicity": 1, "homo_lumo_gap_ha": 0.3393}


--- 2 ---
{"formula": "CH5N3O", "method": "ωB97M-V/def2-TZVPD", "elements": ["H", "N", "C", "N", "N", "O", "H", "H", "H", "H"], "positions_angstrom": [[-1.41, -1.81, -0.17], [-1.72, -0.71, 0.25], [-0.64, -0.06, 0.02], [-0.49, 1.21, -0.08], [0.72, -0.51, -0.57], [1.85, -0.12, 0.23], [-1.22, 1.79, -0.08], [0.32, 1.80, -0.42], [0.75, -1.62, -0.42], [1.85, 0.03, 1.24]], "spin_multiplicity": 1, "homo_lumo_gap_ha": 0.3713, "smiles": "[H]/N=C(/N)NO"}


--- 3 ---
{"formula": "CH5N3O", "method": "ωB97M-V/def2-TZVPD", "elements": ["C", "N", "N", "N", "O", "H", "H", "H", "H", "H"], "positions_angstrom": [[0.57, -1.02, 0.04], [-0.01, 0.29, 0.22], [0.45, 1.34, -0.47], [-1.60, 0.49, 0.52], [-2.12, -0.46, 1.04], [-0.12, -1.51, -0.52], [1.62, -0.93, -0.32], [0.61, -1.48, 1.08], [0.68, 1.15, -1.50], [-0.08, 2.13, -0.10]], "spin_multiplicity": 1, "homo_lumo_gap_ha": [0.2985, 0.2982], "smiles": "CN(N)N=O"}


Most stable structure, least stable structure: 2, 3.